(1)
{
  "formula": "C35H97NO27",
  "method": "the ωB97M-V functional and the def2-TZVPD basis",
  "multiplicity": 1,
  "homo_ev": -8.2,
  "e_tot_ha": -3477.80142,
  "charge": 0,
  "species": ["C", "C", "O", "O", "H", "H", "H", "H", "H", "H", "C", "C", "O", "O", "H", "H", "H", "H", "H", "H", "C", "C", "O", "O", "H", "H", "H", "H", "H", "H", "C", "C", "O", "O", "H", "H", "H", "H", "H", "H", "C", "C", "O", "O", "H", "H", "H", "H", "H", "H", "C", "C", "O", "O", "H", "H", "H", "H", "H", "H", "C", "C", "O", "O", "H", "H", "H", "H", "H", "H", "C", "C", "O", "O", "H", "H", "H", "H", "H", "H", "C", "C", "O", "O", "H", "H", "H", "H", "H", "H", "C", "C", "O", "O", "H", "H", "H", "H", "H", "H", "C", "C", "O", "O", "H", "H", "H", "H", "H", "H", "C", "C", "O", "O", "H", "H", "H", "H", "H", "H", "C", "C", "O", "O", "H", "H", "H", "H", "H", "H", "C", "C", "C", "C", "C", "C", "N", "O", "C", "C", "C", "H", "H", "H", "H", "H", "H", "H", "H", "H", "H", "H", "H", "H", "H", "H", "H", "H", "H", "H"],
  "xyz": [[3.65, 2.53, -0.81], [3.21, 3.67, -1.65], [2.02, 4.28, -1.20], [3.98, 3.03, 0.50], [4.50, 1.99, -1.22], [2.82, 1.83, -0.71], [3.06, 3.39, -2.70], [4.02, 4.40, -1.64], [2.13, 4.66, -0.32], [4.92, 3.21, 0.62], [4.75, -0.25, 2.59], [3.84, 0.07, 3.75], [3.68, 1.48, 3.96], [4.15, -0.15, 1.32], [5.07, -1.29, 2.68], [5.62, 0.42, 2.71], [4.28, -0.27, 4.68], [2.86, -0.39, 3.55], [2.91, 1.82, 3.50], [3.64, 0.68, 1.33], [-5.77, 3.26, 2.56], [-5.34, 4.49, 3.36], [-4.51, 5.35, 2.60], [-4.62, 2.68, 1.93], [-6.56, 3.56, 1.86], [-6.17, 2.49, 3.23], [-4.82, 4.13, 4.25], [-6.23, 5.04, 3.67], [-3.81, 4.87, 2.16], [-4.67, 2.90, 0.99], [-6.33, -1.81, 2.83], [-5.16, -1.34, 1.99], [-4.72, -2.33, 1.06], [-6.60, -0.94, 3.94], [-6.06, -2.77, 3.27], [-7.19, -1.99, 2.17], [-4.36, -1.05, 2.68], [-5.40, -0.49, 1.34], [-4.51, -3.10, 1.60], [-7.21, -0.26, 3.65], [2.43, -2.81, 1.66], [2.45, -4.33, 1.60], [2.24, -4.86, 0.31], [1.13, -2.26, 1.82], [2.96, -2.42, 0.79], [3.01, -2.53, 2.54], [1.73, -4.74, 2.32], [3.44, -4.66, 1.95], [2.26, -5.82, 0.34], [1.16, -1.30, 1.79], [-1.16, 0.00, 1.20], [0.10, 0.37, 0.46], [1.22, 0.44, 1.33], [-1.62, 1.16, 1.92], [-0.84, -0.82, 1.87], [-1.92, -0.32, 0.50], [-0.08, 1.33, -0.02], [0.36, -0.39, -0.28], [1.27, 1.28, 1.81], [-2.56, 1.15, 2.12], [-2.04, -3.24, 3.36], [-3.29, -4.00, 3.81], [-3.91, -4.56, 2.62], [-1.12, -4.17, 2.80], [-1.57, -2.72, 4.21], [-2.39, -2.48, 2.64], [-3.96, -3.22, 4.19], [-2.96, -4.79, 4.49], [-3.30, -5.19, 2.23], [-0.39, -3.62, 2.49], [-3.77, 4.80, -0.87], [-2.35, 4.84, -0.32], [-2.25, 4.23, 0.96], [-4.37, 3.51, -0.74], [-3.82, 5.15, -1.91], [-4.46, 5.45, -0.33], [-2.08, 5.89, -0.20], [-1.73, 4.41, -1.12], [-2.58, 3.33, 0.90], [-3.84, 2.95, -1.32], [-2.67, -0.70, -2.44], [-3.42, 0.58, -2.81], [-2.82, 1.68, -2.16], [-1.35, -0.63, -2.96], [-3.22, -1.54, -2.85], [-2.68, -0.74, -1.34], [-4.44, 0.51, -2.42], [-3.33, 0.75, -3.89], [-1.90, 1.85, -2.39], [-0.93, -1.50, -2.91], [0.81, 3.72, 2.02], [1.25, 5.13, 2.36], [2.19, 5.59, 1.37], [1.90, 2.82, 2.31], [0.51, 3.69, 0.97], [-0.05, 3.46, 2.64], [1.72, 5.06, 3.34], [0.37, 5.77, 2.41], [2.30, 6.54, 1.52], [2.67, 3.07, 1.78], [-1.22, -4.77, -0.44], [-1.27, -3.42, -1.16], [-0.37, -3.30, -2.25], [-1.35, -5.86, -1.34], [-2.10, -4.85, 0.19], [-0.32, -4.96, 0.15], [-1.11, -2.67, -0.37], [-2.24, -3.27, -1.63], [0.55, -3.33, -1.96], [-0.58, -5.84, -1.90], [-0.04, -0.34, 6.30], [-0.45, 0.86, 5.44], [-0.42, 2.02, 6.28], [1.35, -0.41, 6.51], [-0.32, -1.27, 5.79], [-0.67, -0.27, 7.20], [-1.49, 0.74, 5.11], [0.33, 0.84, 4.65], [-0.79, 2.77, 5.82], [1.66, 0.46, 6.77], [0.58, 2.76, -3.87], [-0.31, 2.24, -4.99], [-0.28, 0.85, -5.14], [-0.08, 2.74, -2.60], [0.90, 3.78, -4.12], [1.45, 2.10, -3.88], [0.03, 2.67, -5.94], [-1.35, 2.54, -4.87], [-0.65, 0.40, -4.38], [0.52, 3.15, -1.97], [4.79, -2.26, -2.07], [3.69, -1.85, -3.06], [4.17, -0.58, -3.84], [3.43, -0.35, -5.17], [3.51, -1.59, -6.01], [2.81, -2.79, -5.34], [3.51, -2.97, -4.05], [3.23, -4.24, -3.44], [1.28, -2.63, -5.29], [3.09, -4.00, -6.27], [2.45, -1.47, -2.24], [5.14, -1.40, -1.48], [5.68, -2.59, -2.61], [4.37, -2.91, -1.30], [3.99, 0.25, -3.15], [5.24, -0.67, -4.05], [3.84, 0.54, -5.65], [2.38, -0.12, -4.96], [4.55, -1.86, -6.15], [3.03, -1.44, -6.97], [0.93, -2.42, -6.30], [0.82, -3.52, -4.85], [0.92, -1.81, -4.66], [2.47, -3.84, -7.16], [4.13, -4.01, -6.60], [2.73, -4.92, -5.81], [2.70, -0.64, -1.58], [2.18, -2.27, -1.55], [1.59, -1.25, -2.87], [4.04, -4.76, -3.49]]
}

(2)
{
  "formula": "C35H98N10O10",
  "method": "the ωB97M-V functional and the def2-TZVPD basis",
  "multiplicity": 1,
  "homo_ev": -8.2,
  "e_tot_ha": -2691.89476,
  "charge": 0,
  "species": ["C", "O", "C", "C", "C", "N", "H", "H", "H", "H", "H", "H", "H", "H", "H", "H", "H", "C", "O", "C", "C", "C", "N", "H", "H", "H", "H", "H", "H", "H", "H", "H", "H", "H", "C", "O", "C", "C", "C", "N", "H", "H", "H", "H", "H", "H", "H", "H", "H", "H", "H", "C", "O", "C", "C", "C", "N", "H", "H", "H", "H", "H", "H", "H", "H", "H", "H", "H", "C", "O", "C", "C", "C", "N", "H", "H", "H", "H", "H", "H", "H", "H", "H", "H", "H", "C", "O", "C", "C", "C", "N", "H", "H", "H", "H", "H", "H", "H", "H", "H", "H", "H", "C", "O", "C", "C", "C", "N", "H", "H", "H", "H", "H", "H", "H", "H", "H", "H", "H", "C", "O", "C", "C", "C", "N", "H", "H", "H", "H", "H", "H", "H", "H", "H", "H", "H", "N", "C", "N", "O", "H", "H", "H", "H", "C", "C", "O", "H", "H", "H", "H", "H", "H"],
  "xyz": [[6.17, -1.89, -6.79], [5.36, -0.89, -6.17], [5.17, -1.16, -4.77], [3.82, -0.48, -4.35], [3.80, 1.07, -4.60], [3.69, -0.78, -2.94], [5.72, -2.87, -6.63], [7.09, -2.08, -6.23], [6.40, -1.73, -7.85], [5.12, -2.18, -4.38], [6.08, -0.73, -4.34], [2.98, -0.90, -4.91], [4.66, 1.51, -4.08], [2.85, 1.53, -4.36], [4.02, 1.27, -5.65], [3.12, 0.03, -2.74], [3.04, -1.55, -2.92], [4.01, 4.31, 0.59], [2.67, 3.97, 0.60], [1.99, 4.61, 1.64], [1.87, 4.10, 3.09], [1.56, 2.62, 3.29], [0.69, 4.67, 3.75], [4.67, 3.47, 0.81], [4.32, 5.24, 1.05], [4.17, 4.49, -0.47], [2.11, 5.69, 1.56], [0.97, 4.44, 1.29], [2.82, 4.14, 3.62], [0.66, 2.27, 2.79], [1.50, 2.30, 4.33], [2.44, 2.04, 2.99], [0.41, 3.84, 4.27], [-0.08, 4.87, 3.13], [-5.92, -0.82, 4.68], [-4.67, -0.29, 4.35], [-4.76, 0.30, 3.04], [-3.31, 0.61, 2.58], [-2.73, 1.70, 3.46], [-3.53, 1.26, 1.27], [-6.32, -1.39, 3.84], [-6.48, 0.10, 4.87], [-5.69, -1.38, 5.59], [-5.11, -0.36, 2.25], [-5.42, 1.15, 2.93], [-2.57, -0.17, 2.38], [-1.74, 2.09, 3.23], [-2.73, 1.51, 4.53], [-3.45, 2.52, 3.46], [-3.53, 0.47, 0.64], [-4.51, 1.48, 1.30], [-1.60, 3.18, -2.35], [-0.28, 2.65, -2.53], [0.75, 3.36, -1.91], [0.69, 4.90, -2.28], [0.70, 5.28, -3.79], [1.82, 5.59, -1.58], [-1.62, 3.70, -1.39], [-2.26, 2.31, -2.32], [-1.91, 3.87, -3.14], [0.77, 3.16, -0.84], [1.63, 2.85, -2.29], [-0.25, 5.26, -1.87], [0.61, 6.35, -3.99], [-0.19, 4.88, -4.28], [1.58, 4.90, -4.29], [1.78, 5.07, -0.71], [1.69, 6.56, -1.33], [0.33, -2.08, 3.49], [-0.18, -2.31, 4.81], [-1.09, -1.23, 5.17], [-1.79, -1.23, 6.61], [-2.86, -2.33, 6.89], [-2.45, 0.03, 6.92], [0.85, -3.01, 3.23], [0.92, -1.19, 3.31], [-0.56, -2.14, 2.85], [-0.36, -0.43, 5.28], [-1.74, -1.00, 4.32], [-1.08, -1.33, 7.43], [-3.64, -2.30, 6.13], [-3.29, -2.21, 7.89], [-2.50, -3.36, 6.85], [-3.22, 0.11, 6.27], [-1.93, 0.85, 6.62], [-4.63, -3.67, 3.09], [-3.97, -4.60, 2.14], [-2.53, -4.56, 2.00], [-2.38, -5.61, 0.89], [-3.10, -5.41, -0.41], [-2.59, -6.95, 1.36], [-5.69, -3.79, 2.86], [-4.26, -2.65, 3.02], [-4.37, -3.83, 4.14], [-2.22, -3.55, 1.74], [-1.95, -4.70, 2.92], [-1.35, -5.48, 0.55], [-4.06, -4.90, -0.27], [-3.14, -6.33, -0.99], [-2.57, -4.70, -1.03], [-2.02, -6.95, 2.19], [-3.45, -6.90, 1.89], [-2.84, -1.19, -3.76], [-1.69, -1.73, -4.48], [-0.69, -0.76, -4.80], [-1.16, 0.27, -5.77], [-1.47, -0.29, -7.12], [-0.06, 1.32, -5.81], [-2.51, -0.68, -2.85], [-3.65, -1.89, -3.58], [-3.33, -0.41, -4.33], [-0.26, -0.39, -3.87], [0.16, -1.33, -5.17], [-2.02, 0.66, -5.23], [-1.87, 0.44, -7.83], [-2.26, -1.04, -7.01], [-0.73, -0.85, -7.69], [0.73, 0.87, -6.27], [0.21, 1.53, -4.86], [5.76, -0.08, 3.19], [5.32, 0.68, 2.04], [4.86, 0.00, 0.87], [5.71, -1.20, 0.45], [7.02, -0.66, -0.08], [5.17, -1.78, -0.71], [5.47, 0.45, 4.10], [6.84, -0.11, 3.28], [5.20, -1.02, 3.22], [3.95, -0.51, 1.19], [4.68, 0.73, 0.07], [6.01, -1.95, 1.19], [7.65, -1.46, -0.48], [7.67, -0.26, 0.70], [6.77, 0.16, -0.75], [4.62, -1.19, -1.31], [5.89, -2.16, -1.32], [-5.23, -2.35, -1.11], [-4.82, -1.11, -1.05], [-5.64, -0.37, -1.74], [-3.75, -0.69, -0.63], [-6.18, -2.56, -1.38], [-4.53, -3.02, -0.82], [-6.62, -0.61, -1.78], [-5.27, 0.56, -1.65], [0.63, -0.65, -0.90], [-0.67, -0.31, -0.12], [-0.52, 0.89, 0.55], [0.95, 0.25, -1.42], [0.48, -1.45, -1.63], [1.42, -0.90, -0.20], [-0.99, -1.13, 0.52], [-1.40, -0.02, -0.88], [-1.42, 1.16, 0.74]]
}

(3)
{
  "formula": "C36H100N8O10",
  "method": "the ωB97M-V functional and the def2-TZVPD basis",
  "multiplicity": 1,
  "homo_ev": -8.3,
  "relative_energy_kcal_mol": 59.7,
  "e_tot_ha": -2621.82428,
  "charge": 0,
  "species": ["C", "O", "C", "C", "C", "N", "H", "H", "H", "H", "H", "H", "H", "H", "H", "H", "H", "C", "O", "C", "C", "C", "N", "H", "H", "H", "H", "H", "H", "H", "H", "H", "H", "H", "C", "O", "C", "C", "C", "N", "H", "H", "H", "H", "H", "H", "H", "H", "H", "H", "H", "C", "O", "C", "C", "C", "N", "H", "H", "H", "H", "H", "H", "H", "H", "H", "H", "H", "C", "O", "C", "C", "C", "N", "H", "H", "H", "H", "H", "H", "H", "H", "H", "H", "H", "C", "O", "C", "C", "C", "N", "H", "H", "H", "H", "H", "H", "H", "H", "H", "H", "H", "C", "O", "C", "C", "C", "N", "H", "H", "H", "H", "H", "H", "H", "H", "H", "H", "H", "C", "O", "C", "C", "C", "N", "H", "H", "H", "H", "H", "H", "H", "H", "H", "H", "H", "C", "C", "O", "H", "H", "H", "H", "H", "H", "C", "C", "O", "H", "H", "H", "H", "H", "H"],
  "xyz": [[-2.49, 4.26, -0.70], [-2.33, 5.62, -0.45], [-1.01, 5.91, -0.07], [-0.73, 7.40, -0.08], [0.66, 7.74, 0.41], [-1.70, 8.08, 0.83], [-1.96, 3.81, -1.54], [-3.55, 4.01, -0.84], [-2.22, 3.57, 0.12], [-0.74, 5.45, 0.89], [-0.27, 5.45, -0.75], [-0.89, 7.80, -1.08], [0.78, 7.34, 1.42], [0.73, 8.82, 0.43], [1.47, 7.30, -0.18], [-2.58, 7.56, 0.74], [-1.45, 7.76, 1.77], [-2.79, -2.08, -0.12], [-1.56, -1.55, -0.55], [-1.42, -0.20, -0.13], [-0.13, 0.39, -0.66], [1.17, -0.35, -0.36], [-0.10, 1.78, -0.21], [-2.97, -3.03, -0.61], [-3.59, -1.42, -0.47], [-2.93, -2.23, 0.96], [-2.28, 0.32, -0.54], [-1.44, -0.13, 0.97], [-0.35, 0.38, -1.74], [1.18, -0.69, 0.68], [2.04, 0.30, -0.45], [1.31, -1.23, -1.00], [0.63, 2.29, -0.72], [0.17, 1.83, 0.77], [-2.06, 3.00, 6.06], [-0.81, 2.72, 5.45], [-0.89, 1.73, 4.47], [0.42, 1.61, 3.67], [1.58, 1.06, 4.53], [0.72, 2.94, 3.15], [-2.39, 4.01, 5.84], [-1.94, 3.00, 7.15], [-2.83, 2.27, 5.82], [-1.04, 0.73, 4.91], [-1.68, 1.90, 3.74], [0.25, 0.97, 2.80], [1.62, 1.33, 5.59], [2.55, 1.38, 4.13], [1.69, -0.02, 4.43], [0.29, 3.58, 3.82], [1.69, 3.23, 3.21], [4.27, -3.81, -0.07], [2.95, -4.33, -0.15], [2.43, -4.34, -1.44], [1.01, -4.88, -1.50], [0.28, -4.54, -2.79], [0.23, -4.27, -0.37], [4.46, -3.15, -0.91], [4.93, -4.68, -0.13], [4.50, -3.37, 0.90], [2.50, -3.38, -1.96], [3.04, -5.00, -2.09], [0.97, -5.95, -1.27], [-0.63, -5.14, -2.88], [0.84, -4.88, -3.67], [0.09, -3.47, -2.87], [0.99, -3.84, 0.16], [-0.37, -3.56, -0.78], [-0.53, -2.57, 3.26], [-0.16, -3.68, 4.06], [0.09, -4.84, 3.25], [-1.17, -5.51, 2.77], [-1.75, -6.48, 3.76], [-0.90, -6.34, 1.56], [0.34, -1.91, 3.14], [-1.27, -2.01, 3.84], [-0.87, -2.83, 2.25], [0.79, -4.53, 2.48], [0.68, -5.52, 3.88], [-1.93, -4.76, 2.50], [-1.94, -5.98, 4.73], [-1.07, -7.25, 4.11], [-2.74, -6.85, 3.48], [-0.62, -5.62, 0.87], [-1.72, -6.71, 1.09], [2.38, 4.11, -0.92], [1.56, 3.44, -1.85], [1.61, 4.05, -3.13], [0.90, 3.18, -4.17], [1.61, 1.84, -4.32], [0.93, 3.88, -5.47], [2.32, 3.46, -0.05], [2.04, 5.11, -0.63], [3.42, 4.24, -1.25], [1.18, 5.07, -3.14], [2.64, 4.21, -3.46], [-0.13, 3.06, -3.82], [2.68, 2.01, -4.46], [1.26, 1.21, -5.14], [1.56, 1.31, -3.37], [0.57, 3.27, -6.19], [0.22, 4.60, -5.35], [-9.72, 1.79, -1.57], [-8.83, 2.48, -0.72], [-7.71, 1.65, -0.44], [-6.66, 2.48, 0.32], [-5.49, 1.58, 0.74], [-7.30, 2.93, 1.57], [-10.64, 2.35, -1.71], [-10.04, 0.84, -1.13], [-9.25, 1.58, -2.54], [-8.04, 0.80, 0.17], [-7.31, 1.17, -1.34], [-6.26, 3.36, -0.18], [-4.88, 1.23, -0.10], [-5.79, 0.65, 1.25], [-4.81, 2.12, 1.40], [-7.90, 2.19, 1.93], [-8.02, 3.62, 1.34], [5.01, -0.17, -0.19], [6.26, -0.46, 0.39], [7.37, 0.05, -0.36], [8.67, -0.55, 0.12], [9.17, 0.06, 1.42], [9.66, -0.39, -0.94], [4.29, -0.87, 0.23], [5.06, -0.33, -1.27], [4.74, 0.88, -0.06], [7.14, -0.14, -1.42], [7.37, 1.12, -0.11], [8.55, -1.61, 0.37], [8.45, 0.00, 2.23], [9.70, 1.01, 1.38], [10.04, -0.58, 1.67], [10.54, -0.85, -0.79], [9.29, -0.71, -1.83], [-4.35, -5.71, -1.20], [-4.33, -6.11, 0.28], [-3.51, -7.26, 0.43], [-5.00, -4.84, -1.35], [-4.78, -6.54, -1.76], [-3.36, -5.45, -1.56], [-5.35, -6.27, 0.65], [-3.87, -5.28, 0.83], [-3.96, -7.88, 1.02], [2.53, -1.72, -4.07], [3.25, -1.36, -5.36], [2.25, -1.32, -6.40], [2.08, -2.71, -4.08], [1.74, -0.99, -3.91], [3.22, -1.71, -3.22], [4.03, -2.08, -5.61], [3.70, -0.37, -5.31], [2.77, -1.45, -7.20]]
}